## w
The following is a DFT calculation (ωB97M-V with the def2-TZVPD basis set) of an isolated ion of composition C7H10N and charge +1.

The geometry in ORCA input format:
```
! wB97M-V def2-TZVPD RIJCOSX def2/J DEFGRID3
* xyz 1 1
C -1.583 -0.373 0.477
C -0.203 -0.593 0.722
C 1.904 1.303 0.502
C 3.413 -0.767 -0.360
C 0.903 0.183 -0.081
C 2.381 -0.010 -0.159
C -3.821 0.044 -0.548
N -2.687 -0.182 0.180
H -0.064 -0.375 1.769
H -0.136 -1.747 0.678
H 1.997 2.205 -0.039
H 2.123 1.474 1.525
H 3.507 -1.755 -0.928
H 4.280 -0.229 -0.312
H 0.357 0.556 -0.978
H -3.599 0.885 -1.354
H -4.790 0.270 0.067
H -3.985 -0.889 -1.158
*
```

Its LUMO energy is -4.11 eV. Its HOMO energy is -0.493 hartree. The HOMO-LUMO gap comes out at 9.29 eV. As for the SMILES: C=C1C[C@@H]1CC#[N+]C.

***

## x
The following is a DFT calculation (ωB97M-V with the def2-TZVPD basis set) of an isolated ion of composition C7H10N and charge +1.

The geometry in ORCA input format:
```
! wB97M-V def2-TZVPD RIJCOSX def2/J DEFGRID3
* xyz 1 1
C 2.166 0.997 0.163
C 1.030 1.478 0.457
C 2.457 -0.107 -0.558
C 1.377 -1.031 -0.672
C -0.233 1.780 0.215
C 0.188 -0.888 -0.035
C -1.023 -1.661 -0.437
N -1.401 1.281 0.974
H 3.355 -0.218 -1.143
H 1.463 -1.726 -1.498
H -0.490 2.713 -0.281
H 0.218 -0.505 0.974
H -1.918 -1.038 -0.476
H -1.224 -2.461 0.278
H -0.886 -2.105 -1.418
H -1.821 2.053 1.513
H -1.134 0.523 1.618
H -2.122 0.916 0.328
*
```

Its LUMO energy is -4.76 eV. Its HOMO energy is -0.461 hartree. The HOMO-LUMO gap comes out at 7.79 eV. As for the SMILES: C/C=C/C=C=C=C[NH3+].

***

Most stable: w. Least stable: x.

***

## w
The following is a DFT calculation (ωB97M-V with the def2-TZVPD basis set) of a 2-piece molecular cluster, C7H15NO overall.

The geometry in ORCA input format:
```
! wB97M-V def2-TZVPD RIJCOSX def2/J DEFGRID3
* xyz 0 1
C -1.596 0.171 -1.026
C -0.464 0.523 -0.233
C -2.318 -1.103 -0.774
C -2.062 1.027 -2.148
O 0.347 -0.582 -0.373
H -0.661 0.657 0.919
H -0.012 1.484 -0.523
H -3.381 -0.889 -0.608
H -1.899 -1.637 0.075
H -2.272 -1.761 -1.648
H -3.143 0.961 -2.292
H -1.764 2.069 -2.015
H -1.599 0.676 -3.080
C 2.609 -0.552 0.957
N 2.785 0.817 0.465
C 1.190 -0.802 1.417
C 0.505 0.080 2.231
H 2.316 0.897 -0.430
H 3.766 1.022 0.321
H 3.278 -0.695 1.813
H 2.867 -1.317 0.214
H 0.917 -1.850 1.464
H 0.906 1.067 2.423
H -0.313 -0.262 2.852
*
```

Its LUMO energy (alpha / beta) is -0.52 / -0.51 eV. Its HOMO energy (alpha / beta) is -0.277 / -0.277 hartree. The HOMO-LUMO gap (alpha / beta) comes out at 7.01 / 7.03 eV.

***

## x
The following is a DFT calculation (ωB97M-V with the def2-TZVPD basis set) of a 2-piece molecular cluster, C7H15NO overall.

The geometry in ORCA input format:
```
! wB97M-V def2-TZVPD RIJCOSX def2/J DEFGRID3
* xyz 0 1
C -0.792 0.454 -0.424
C -0.090 1.735 -0.069
C -1.555 -0.127 0.752
C -1.649 0.590 -1.672
C 0.445 -0.713 -0.839
C 0.113 -1.930 -1.267
H 1.297 -0.203 -1.274
H -2.404 1.361 -1.500
H 0.831 1.554 0.515
H -0.730 2.360 0.556
H 0.212 2.292 -0.955
H -2.031 -1.071 0.492
H -0.877 -0.283 1.594
H -2.336 0.576 1.052
H -2.155 -0.341 -1.914
H -1.042 0.890 -2.526
H 0.715 -2.476 -1.986
H -0.745 -2.464 -0.885
N 1.644 -0.874 1.697
C 2.564 0.083 1.840
O 2.750 0.997 1.044
H 1.077 -0.858 0.582
H 1.539 -1.526 2.460
H 3.219 -0.028 2.727
*
```

Its LUMO energy is 0.38 eV. Its HOMO energy is -0.344 hartree. The HOMO-LUMO gap comes out at 9.74 eV. As for the SMILES: C=CC(C)(C)C.NC=O.

***

Most stable: x. Least stable: w.

***

## w
The following is a DFT calculation (ωB97M-V with the def2-TZVPD basis set) of C7H15NO as an isolated structure.

The geometry in ORCA input format:
```
! wB97M-V def2-TZVPD RIJCOSX def2/J DEFGRID3
* xyz 0 1
C 1.905 1.010 -0.844
C -1.930 -0.174 -0.626
C 1.762 2.238 -0.181
C -2.864 -1.060 0.204
O 2.940 0.168 -0.681
H 3.588 0.553 -0.080
H 1.225 0.683 -1.613
H -1.389 -0.780 -1.356
H -2.514 0.568 -1.176
H 1.488 3.074 -0.819
H 0.444 2.207 0.339
H 2.619 2.537 0.425
H -2.317 -1.830 0.746
H -3.582 -1.555 -0.450
H -3.421 -0.458 0.922
C 0.270 -0.515 0.935
C 0.658 -1.806 0.235
C -0.951 0.595 0.219
N -0.903 1.791 0.436
H -0.421 -0.754 1.747
H 1.109 -0.018 1.418
H 1.084 -2.513 0.954
H -0.202 -2.306 -0.211
H 1.402 -1.657 -0.545
*
```

Its LUMO energy (alpha / beta) is 0.30 / 0.30 eV. Its HOMO energy (alpha / beta) is -0.263 / -0.262 hartree. The HOMO-LUMO gap (alpha / beta) comes out at 7.45 / 7.44 eV.

***

## x
The following is a DFT calculation (ωB97M-V with the def2-TZVPD basis set) of C7H15NO as an isolated structure.

The geometry in ORCA input format:
```
! wB97M-V def2-TZVPD RIJCOSX def2/J DEFGRID3
* xyz 0 1
C 0.864 0.378 0.429
C -1.474 -0.241 -0.477
C 0.370 -0.817 -0.152
C 1.032 1.628 -0.381
C -2.152 0.643 0.545
C -2.177 -1.570 -0.649
C 2.742 -0.581 0.350
O 0.635 0.536 1.761
N 3.481 -0.089 -0.545
H 0.302 1.421 1.949
H -1.363 0.275 -1.433
H 4.480 -0.317 -0.474
H 0.695 -1.019 -1.162
H 0.239 -1.651 0.525
H 3.162 -1.253 1.126
H 0.383 2.433 -0.035
H 2.091 1.906 -0.300
H 0.850 1.452 -1.438
H -2.082 0.213 1.548
H -1.752 1.659 0.551
H -3.222 0.750 0.325
H -3.221 -1.436 -0.960
H -1.688 -2.197 -1.395
H -2.195 -2.123 0.294
*
```

Its LUMO energy is 0.82 eV. Its HOMO energy is -0.260 hartree. The HOMO-LUMO gap comes out at 7.89 eV.

***

Most stable: x. Least stable: w.

***

## w
The following is a DFT calculation (ωB97M-V with the def2-TZVPD basis set) of one molecule with the formula C7H15NO.

The geometry in ORCA input format:
```
! wB97M-V def2-TZVPD RIJCOSX def2/J DEFGRID3
* xyz 0 1
C -1.283 0.627 -1.994
C 0.303 -1.731 0.408
C -1.713 -0.292 0.699
C -0.051 0.248 -1.202
C -0.238 -0.305 0.242
O 0.782 -0.519 -2.043
H 1.621 -0.716 -1.601
H -0.998 1.000 -2.984
H -1.848 1.399 -1.454
H -1.919 -0.246 -2.175
H -0.224 -2.428 -0.254
H 0.179 -2.069 1.442
H 1.370 -1.820 0.177
H -2.129 0.720 0.724
H -2.341 -0.886 0.027
H -1.825 -0.684 1.715
C 2.121 0.910 0.842
C 0.630 0.709 1.073
N 0.218 1.176 2.226
H -0.594 0.687 2.603
H 0.461 1.284 -0.864
H 2.476 0.477 -0.091
H 2.685 0.472 1.671
H 2.316 1.986 0.813
*
```

Its LUMO energy is 0.72 eV. Its HOMO energy is -0.346 hartree. The HOMO-LUMO gap comes out at 10.12 eV. As for the SMILES: [H]/N=C(/C)C(C)(C)[C@H](C)O.

***

## x
The following is a DFT calculation (ωB97M-V with the def2-TZVPD basis set) of C7H15NO as an isolated structure.

The geometry in ORCA input format:
```
! wB97M-V def2-TZVPD RIJCOSX def2/J DEFGRID3
* xyz 0 1
C -1.225 1.125 -0.353
C 0.588 0.066 -1.905
C -1.723 1.605 0.989
C 0.496 0.257 -0.395
C 1.305 1.163 0.257
H -0.873 1.958 -0.956
H -1.949 0.548 -0.910
H 1.554 -0.380 -2.147
H -0.213 -0.582 -2.255
H 0.539 1.021 -2.428
H -0.935 2.095 1.565
H -2.507 2.355 0.835
H -2.146 0.801 1.589
H 1.765 0.978 1.217
H 1.435 2.175 -0.108
C 1.269 -2.266 -0.013
C 0.263 -1.200 0.422
O 0.490 -0.995 1.822
N -1.060 -1.476 0.090
H 0.048 -0.183 2.099
H -1.634 -1.455 0.933
H 1.147 -2.486 -1.071
H 1.071 -3.178 0.547
H 2.295 -1.946 0.174
*
```

Its LUMO energy (alpha / beta) is -0.28 / -0.06 eV. Its HOMO energy (alpha / beta) is -0.277 / -0.343 hartree. The HOMO-LUMO gap (alpha / beta) comes out at 7.26 / 9.26 eV.

***

## y
The following is a DFT calculation (ωB97M-V with the def2-TZVPD basis set) of a 2-piece molecular cluster, C7H15NO overall.

The geometry in ORCA input format:
```
! wB97M-V def2-TZVPD RIJCOSX def2/J DEFGRID3
* xyz 0 1
C 2.185 0.288 -1.204
C -1.142 1.674 -0.274
C -0.601 -0.324 -1.717
C 1.170 0.612 -0.114
C -0.286 0.427 -0.431
O 1.398 1.903 0.432
H 2.271 1.904 0.839
H 3.195 0.405 -0.809
H 2.077 0.972 -2.046
H 2.074 -0.730 -1.566
H -0.982 2.140 0.694
H -2.196 1.429 -0.398
H -0.877 2.411 -1.034
H -1.674 -0.498 -1.791
H -0.292 0.252 -2.590
H -0.103 -1.291 -1.750
C -1.616 -1.979 2.125
C -0.309 -1.408 1.807
N 0.849 -1.309 1.986
H 1.342 -0.176 0.760
H -0.623 -0.346 0.485
H -1.541 -2.681 2.954
H -2.013 -2.497 1.251
H -2.305 -1.178 2.392
*
```

Its LUMO energy is 0.64 eV. Its HOMO energy is -0.340 hartree. The HOMO-LUMO gap comes out at 9.89 eV. As for the SMILES: CC(C)[C@@H](C)O.CC#N.

***

## z
The following is a DFT calculation (ωB97M-V with the def2-TZVPD basis set) of one molecule with the formula C7H15NO.

The geometry in ORCA input format:
```
! wB97M-V def2-TZVPD RIJCOSX def2/J DEFGRID3
* xyz 0 1
C 1.141 0.812 -1.500
H 1.116 1.862 -1.214
H 2.180 0.487 -1.482
H 0.760 0.720 -2.515
C 0.285 -0.023 -0.544
N -1.115 0.365 -0.724
H -1.168 1.339 -1.003
C -1.926 0.171 0.461
C -1.483 1.039 1.656
C 0.017 1.344 1.558
C 0.757 0.174 0.915
H 1.833 0.353 0.933
H 0.565 -0.734 1.488
H 0.423 1.545 2.550
H 0.175 2.242 0.955
H -1.697 0.508 2.584
H -2.045 1.975 1.673
H -1.868 -0.887 0.728
H -2.963 0.387 0.195
C 0.383 -1.517 -0.932
O 1.634 -2.099 -0.663
H 2.301 -1.653 -1.196
H -0.335 -2.092 -0.344
H 0.114 -1.623 -1.991
*
```

Its LUMO energy is 0.87 eV. Its HOMO energy is -0.320 hartree. The HOMO-LUMO gap comes out at 9.59 eV. As for the SMILES: C[C@@]1(CO)CCCCN1.

***

Most stable: z. Least stable: x.